The following is a quantum chemistry calculation of C2H3O2 as an isolated structure, from OMol25.

Atoms and positions in Å:
1 C -0.64 0.05 -0.06
2 C 0.84 -0.08 -0.45
3 O 1.00 -0.09 0.88
4 O -0.41 0.02 1.49
5 H -1.11 1.02 -0.32
6 H -1.31 -0.78 -0.35
7 H 1.62 -0.14 -1.20

## Properties
- Lowest unoccupied orbital energy (alpha / beta): -7.97 / -10.94 eV
- Highest occupied orbital energy (alpha / beta): -14.5 / -19.1 eV
- Net charge: +1
- Spin multiplicity: 3